[1]
The following is a DFT calculation (the ωB97M-V functional and the def2-TZVPD basis) of C4H11N5 as an isolated structure in a non-equilibrium geometry.

Last column: Löwdin charge in e.
Geometry (Å):
C (-2.20, 0.79, 0.95)  -0.16
C (-1.65, -1.19, -0.47)  -0.13
C (-0.23, -1.26, -0.40)  -0.07
C (0.51, -0.11, -0.30)  -0.42
H (-0.81, 0.98, 0.98)  0.15
H (-2.58, 0.17, 2.12)  0.13
H (-3.06, 1.71, 0.40)  0.15
H (-3.46, -0.56, 0.07)  0.07
H (-2.19, -2.08, -1.00)  0.14
H (0.22, -2.18, -0.61)  0.07
H (2.28, 0.65, 0.55)  0.13
H (2.64, -1.12, 1.59)  0.09
H (3.34, -1.64, 0.24)  0.10
H (1.02, 3.02, -0.44)  0.06
H (1.99, 1.89, -0.83)  0.06
N (-2.56, -0.22, -0.14)  -0.14
N (1.97, -0.21, -0.05)  -0.12
N (2.36, -1.36, 0.60)  -0.06
N (0.12, 1.12, -0.50)  -0.03
N (1.25, 2.08, -0.17)  -0.03

***

[2]
The following is a DFT calculation (the ωB97M-V functional and the def2-TZVPD basis) of C55H48N5O2PPdS2 as an isolated structure in a non-equilibrium geometry.

Last column: Löwdin charge in e.
Geometry (Å):
Pd (0.26, -0.56, -0.80)  0.39
C (1.22, 0.88, -3.01)  -0.10
C (2.73, 1.12, -2.88)  -0.37
C (3.39, 0.97, -4.25)  -0.06
C (3.35, 0.11, -1.90)  -0.28
C (4.84, 0.37, -1.56)  -0.09
O (4.87, 0.49, -0.15)  -0.02
C (3.58, 0.35, 0.29)  -0.32
N (2.70, 0.15, -0.60)  0.12
C (3.41, 0.45, 1.74)  -0.12
C (4.58, 0.56, 2.50)  -0.01
C (4.53, 0.66, 3.88)  -0.07
C (3.30, 0.67, 4.52)  -0.06
C (2.14, 0.58, 3.77)  -0.09
C (2.17, 0.46, 2.39)  -0.26
P (0.56, 0.30, 1.51)  1.09
C (-0.10, -1.13, 2.46)  -0.34
C (-0.01, -2.34, 1.77)  -0.11
C (-0.42, -3.53, 2.35)  -0.09
C (-0.97, -3.51, 3.62)  -0.09
C (-1.10, -2.31, 4.30)  -0.08
C (-0.66, -1.13, 3.73)  -0.10
C (-0.32, 1.68, 2.29)  -0.37
C (-1.70, 1.59, 2.47)  -0.12
C (-2.43, 2.67, 2.94)  -0.08
C (-1.78, 3.86, 3.24)  -0.09
C (-0.42, 3.98, 3.02)  -0.08
C (0.31, 2.90, 2.54)  -0.10
H (0.73, 1.77, -3.39)  0.08
H (0.79, 0.60, -2.01)  -0.02
H (1.05, 0.05, -3.70)  0.07
H (2.90, 2.13, -2.50)  0.12
H (3.30, -0.06, -4.60)  0.09
H (4.44, 1.23, -4.22)  0.07
H (2.89, 1.62, -4.97)  0.08
H (3.20, -0.89, -2.31)  0.13
H (5.22, 1.30, -1.99)  0.12
H (5.49, -0.46, -1.85)  0.13
H (5.54, 0.56, 2.00)  0.11
H (5.44, 0.74, 4.45)  0.10
H (3.25, 0.77, 5.59)  0.10
H (1.19, 0.62, 4.28)  0.09
H (0.39, -2.30, 0.75)  0.05
H (-0.32, -4.46, 1.81)  0.10
H (-1.31, -4.43, 4.07)  0.10
H (-1.54, -2.30, 5.28)  0.10
H (-0.79, -0.20, 4.28)  0.10
H (-2.20, 0.66, 2.24)  0.10
H (-3.49, 2.58, 3.09)  0.11
H (-2.34, 4.69, 3.63)  0.10
H (0.08, 4.91, 3.23)  0.10
H (1.37, 3.00, 2.38)  0.11
S (-6.72, -0.91, -1.03)  1.05
C (-7.20, -2.47, -0.50)  -0.41
C (-6.23, -3.09, 0.22)  -0.18
C (-5.07, -2.30, 0.36)  -0.14
C (-5.17, -1.09, -0.26)  -0.49
C (-4.17, -0.05, -0.38)  -0.20
C (-2.80, -0.38, -0.41)  -0.08
N (-1.84, 0.48, -0.58)  0.09
C (-2.14, 1.80, -0.62)  -0.14
C (-3.49, 2.24, -0.60)  -0.14
C (-3.78, 3.63, -0.66)  -0.02
C (-2.79, 4.55, -0.70)  -0.02
C (-1.42, 4.15, -0.66)  -0.13
C (-0.37, 5.07, -0.65)  0.06
C (0.94, 4.63, -0.56)  -0.19
C (1.14, 3.23, -0.48)  -0.12
N (0.18, 2.35, -0.54)  0.09
C (-1.10, 2.77, -0.63)  -0.15
C (2.06, 5.54, -0.57)  -0.47
C (2.03, 6.91, -0.59)  -0.12
C (3.32, 7.49, -0.62)  -0.19
C (4.31, 6.57, -0.64)  -0.41
S (3.70, 4.96, -0.60)  1.05
C (-4.50, 1.29, -0.52)  0.03
H (-8.18, -2.83, -0.77)  0.06
H (-6.33, -4.08, 0.63)  0.10
H (-4.21, -2.60, 0.94)  0.11
H (-2.51, -1.42, -0.32)  0.10
H (-4.82, 3.93, -0.67)  0.11
H (-3.02, 5.61, -0.74)  0.11
H (-0.60, 6.12, -0.72)  0.12
H (2.14, 2.84, -0.37)  0.08
H (1.13, 7.49, -0.58)  0.11
H (3.48, 8.56, -0.64)  0.10
H (5.37, 6.73, -0.66)  0.06
H (-5.54, 1.58, -0.52)  0.11
C (-2.26, -4.60, -0.64)  -0.02
N (-1.52, -3.91, -1.68)  -0.08
N (-0.20, -3.59, -1.35)  0.03
C (0.17, -2.37, -1.98)  -0.53
O (1.35, -2.08, -2.19)  -0.02
C (-1.06, -1.89, -2.58)  0.00
C (-2.04, -2.81, -2.35)  -0.29
C (-3.45, -2.82, -2.83)  -0.01
C (0.72, -4.63, -1.16)  -0.21
C (1.92, -4.35, -0.50)  -0.02
C (2.83, -5.36, -0.30)  -0.08
C (2.57, -6.65, -0.73)  -0.10
C (1.39, -6.92, -1.41)  -0.09
C (0.47, -5.91, -1.64)  -0.03
H (-1.73, -5.52, -0.39)  0.08
H (-3.25, -4.86, -1.01)  0.09
H (-2.35, -4.01, 0.27)  0.07
H (-1.14, -1.01, -3.20)  0.12
H (-3.68, -1.86, -3.30)  0.09
H (-4.15, -2.98, -2.02)  0.05
H (-3.59, -3.61, -3.56)  0.09
H (2.13, -3.34, -0.19)  0.11
H (3.76, -5.14, 0.20)  0.10
H (3.28, -7.44, -0.56)  0.10
H (1.19, -7.91, -1.78)  0.10
H (-0.42, -6.11, -2.22)  0.11

***

Summary of LUMO level in eV
0.92; -0.43
(order as listed above)
Summary of orbital gap in eV
8.6; 5.1
(order as listed above)
Summary of energy relative to the best compared isomer or geometry (same formula, charge and spin) in kcal/mol
158.2; 19.5
(order as listed above)